1.
C2H9N2O | ωB97M-V/def2-TZVPD

Geometry as XYZ:
```
14
Properties=species:S:1:pos:R:3:forces:R:3
C -0.4166 -2.2772 -0.9357 0.547 0.781 -1.474
N -0.8832 1.1418 0.2489 0.862 4.302 3.722
C -0.8914 0.1113 -0.5432 -3.710 -2.268 -4.029
N 0.0582 -0.7951 -0.8138 0.603 -3.903 -1.202
H -1.0518 -2.5420 -0.1310 -0.298 -0.204 1.477
H -1.1629 -2.4473 -1.7913 1.626 0.609 0.569
H 0.4763 -2.9985 -0.9956 -1.303 1.261 -0.116
H -0.1894 1.3788 0.9702 -0.398 -0.527 -0.810
H -1.5042 1.9021 0.0092 0.332 -0.246 0.147
H -1.6119 0.2479 -1.4023 0.680 -0.188 0.847
H 0.8913 -0.8074 -0.2945 1.082 0.388 0.839
H 1.8186 3.0666 1.9201 -0.374 0.604 -0.089
H 2.6332 1.8736 2.0861 1.089 -0.829 0.455
O 1.8339 2.1454 1.6729 -0.740 0.219 -0.338
```
Forces are in eV/Å.

Properties
⟨S²⟩	0.75
E	-7244.766	eV
spin multiplicity	2
LUMO (alpha / beta)	0.635 / 0.610	eV
relative energy (zero: lowest compared OMol25 entry of this formula, charge and spin)	0.933	eV

Partial atomic charges computed with the natural (NBO) method, in multiples of e: number 1, C, carries -0.422; number 2, N, carries -0.827; number 3, C, carries 0.040; number 4, N, carries -0.632; number 5, H, carries 0.175; number 6, H, carries 0.194; number 7, H, carries 0.193; number 8, H, carries 0.403; number 9, H, carries 0.385; number 10, H, carries 0.127; number 11, H, carries 0.361; number 12, H, carries 0.469; number 13, H, carries 0.470; number 14, O, carries -0.936

---

2.
C21H28CoF2N3O2 | ωB97M-V/def2-TZVPD

Geometry as XYZ:
```
57
Properties=species:S:1:pos:R:3:forces:R:3
Co -0.0570 0.0266 -0.7154 0.090 1.151 -0.666
F -4.5847 2.1049 -2.7453 -0.090 0.193 -0.142
C -3.2563 2.0376 -2.8206 -0.144 -0.574 0.114
C -2.6205 1.1514 -1.9486 -0.063 0.185 0.032
C -1.2476 1.0700 -2.0061 -0.010 0.394 -0.318
C -0.5171 1.8233 -2.9575 -0.590 -0.308 0.517
C -1.2171 2.6768 -3.8230 0.230 -0.367 0.323
F -0.5866 3.4306 -4.7309 0.090 -0.130 0.094
C -2.5880 2.7838 -3.7710 -0.688 0.318 -0.324
C 0.9231 1.6110 -2.9204 0.513 0.325 -0.703
C 1.7819 2.0280 -3.9355 0.336 -0.180 -0.003
C 3.1411 1.7921 -3.8308 0.034 0.015 0.665
C 3.6359 1.1671 -2.6793 -0.083 0.292 -0.592
C 2.7257 0.7583 -1.7371 -0.037 -0.399 0.070
N 1.4020 0.9421 -1.8634 0.204 -0.037 0.439
H -3.2131 0.5441 -1.2617 0.034 0.268 -0.222
H -3.1316 3.4129 -4.4930 0.328 -0.299 0.538
H 1.3571 2.4900 -4.8019 0.043 0.227 -0.243
H 3.8548 2.1149 -4.5761 -0.219 0.004 -0.220
H 4.7033 1.0110 -2.5899 -0.144 -0.119 0.278
H 3.0256 0.2091 -0.8584 0.160 -0.015 0.141
C -2.4595 2.2237 1.4378 0.330 -0.219 -0.743
C -0.9607 2.1760 1.3113 -0.503 0.177 -0.030
C -0.0850 3.2582 1.8392 -0.002 0.025 -0.177
O -0.4340 1.2003 0.7728 0.163 -0.008 0.360
H -2.7670 2.3827 2.4578 -0.109 0.399 0.376
H -2.8792 1.2867 1.0860 0.032 -0.153 0.036
H -2.8739 2.9981 0.7726 0.234 0.054 0.410
H -0.0789 3.1677 2.9305 0.150 -0.038 0.007
H -0.5085 4.2530 1.6459 0.161 -0.260 -0.118
H 0.9282 3.1277 1.4230 -0.461 0.268 0.330
C 1.2160 -3.7367 2.3229 0.065 -0.455 0.042
C 1.4062 -2.5053 1.3990 0.588 -0.777 -0.719
N 0.5693 -1.4208 1.8242 -0.715 0.224 -0.065
C -0.8106 -1.9173 1.9417 -0.502 0.423 -0.223
C -0.9403 -2.9191 3.0995 -0.302 -0.116 0.466
N 0.4480 -3.2677 3.5334 0.006 0.091 -0.078
C 1.1675 -2.0757 4.1188 0.196 -0.677 0.246
C 1.0133 -0.9276 3.1222 -0.019 0.895 0.069
H 2.1231 -4.2325 2.6857 -0.033 0.334 -0.195
H 0.6055 -4.4995 1.8317 0.035 0.086 0.141
H 1.1154 -2.7728 0.3762 0.141 -0.028 0.269
H 2.4377 -2.1516 1.3491 0.042 -0.181 0.219
H -1.1529 -2.3207 0.9836 0.420 -0.269 0.138
H -1.4864 -1.0798 2.1079 0.089 0.166 0.248
H -1.4068 -3.8675 2.8305 -0.121 0.171 -0.135
H -1.4731 -2.5169 3.9758 0.230 -0.072 -0.332
H 0.3794 -4.0168 4.2253 0.206 0.104 -0.084
H 2.2046 -2.4199 4.2184 -0.206 0.303 0.140
H 0.7533 -1.8591 5.1065 0.061 -0.064 -0.154
H 1.9787 -0.3961 3.0359 -0.502 -0.191 -0.081
H 0.2490 -0.2102 3.4607 0.372 -0.168 0.039
C -0.3788 -2.0399 -2.4984 0.583 -0.271 0.057
O -0.0117 -1.6310 -1.1899 -0.041 -0.545 0.303
H -1.1109 -2.8148 -2.4217 -0.427 -0.685 0.053
H 0.5144 -2.4197 -2.9932 -0.062 -0.008 -0.150
H -0.8224 -1.2411 -3.0569 -0.092 0.524 -0.441
```
Forces are in eV/Å.

Properties
net charge	+2
⟨S²⟩	6.01
E	-73842.162	eV
spin multiplicity	5
LUMO (alpha / beta)	-5.203 / -6.747	eV
relative energy (zero: lowest compared OMol25 entry of this formula, charge and spin)	0.379	eV

Partial atomic charges computed with the natural (NBO) method, in multiples of e: number 1, Co, carries 1.643; number 2, F, carries -0.296; number 3, C, carries 0.443; number 4, C, carries -0.359; number 5, C, carries -0.307; number 6, C, carries -0.178; number 7, C, carries 0.447; number 8, F, carries -0.300; number 9, C, carries -0.344; number 10, C, carries 0.216; number 11, C, carries -0.224; number 12, C, carries -0.100; number 13, C, carries -0.249; number 14, C, carries 0.056; number 15, N, carries -0.571; number 16, H, carries 0.230; number 17, H, carries 0.275; number 18, H, carries 0.256; number 19, H, carries 0.247; number 20, H, carries 0.250; number 21, H, carries 0.200; number 22, C, carries -0.733; number 23, C, carries 0.714; number 24, C, carries -0.731; number 25, O, carries -0.711; number 26, H, carries 0.262; number 27, H, carries 0.236; number 28, H, carries 0.283; number 29, H, carries 0.269; number 30, H, carries 0.274; number 31, H, carries 0.253; number 32, C, carries -0.251; number 33, C, carries -0.273; number 34, N, carries -0.438; number 35, C, carries -0.278; number 36, C, carries -0.250; number 37, N, carries -0.335; number 38, C, carries -0.245; number 39, C, carries -0.252; number 40, H, carries 0.247; number 41, H, carries 0.235; number 42, H, carries 0.264; number 43, H, carries 0.226; number 44, H, carries 0.249; number 45, H, carries 0.225; number 46, H, carries 0.243; number 47, H, carries 0.236; number 48, H, carries 0.454; number 49, H, carries 0.235; number 50, H, carries 0.248; number 51, H, carries 0.241; number 52, H, carries 0.218; number 53, C, carries -0.264; number 54, O, carries -0.770; number 55, H, carries 0.196; number 56, H, carries 0.199; number 57, H, carries 0.191

---

3.
C14H40N2O6 | ωB97M-V/def2-TZVPD

Geometry as XYZ:
```
62
Properties=species:S:1:pos:R:3:forces:R:3
C -3.7715 3.5442 0.0708 -0.126 0.068 -1.116
C -4.6853 4.4053 -0.8397 -0.573 -1.320 2.044
O -5.9979 3.7253 -0.9322 1.769 1.474 -0.520
H -4.1576 3.0732 0.9748 -0.594 0.875 0.226
H -2.9863 4.2720 0.2757 0.768 -0.707 0.308
H -3.5055 2.6552 -0.5011 0.777 0.191 -0.252
H -4.1280 4.6285 -1.7496 -0.745 -0.584 -0.508
H -4.7345 5.3672 -0.3295 -0.724 0.198 -0.108
H -6.4459 4.1205 -0.1807 -0.502 -0.198 -0.028
C -3.3833 -3.5048 -0.9936 -0.307 -0.393 -0.306
C -3.1766 -2.0154 -0.6463 0.357 -2.662 -0.693
O -3.0317 -1.2778 -1.8309 -0.255 -0.957 0.706
H -2.5125 -4.0578 -1.3457 0.519 0.707 -0.200
H -4.1233 -3.6455 -1.7815 -0.174 0.230 0.088
H -3.6779 -4.1440 -0.1613 -0.352 0.585 0.369
H -2.3218 -1.9867 0.0294 0.584 0.771 -0.045
H -3.9894 -1.6968 0.0064 -0.569 0.739 -0.168
H -2.5521 -0.4609 -1.6754 0.356 1.577 0.485
C -0.7934 0.8012 0.0517 -1.970 0.510 -4.285
O -1.6386 1.0226 -0.8577 -1.226 -0.905 -0.493
N -0.4821 1.6600 0.9047 -1.037 5.486 4.739
N 0.0431 -0.1415 0.0129 1.601 -4.462 -0.450
H -0.1457 1.2946 1.7841 0.237 0.341 0.546
H -1.1100 2.4511 0.9123 0.082 0.277 0.586
H 0.7491 0.0611 0.7062 0.998 -1.348 -0.748
H 0.1204 -0.5187 -0.9208 0.963 -0.745 0.606
C 2.1219 -2.9236 -1.6731 -1.692 -0.935 0.495
C 2.9987 -3.6052 -0.6071 1.334 0.796 -2.743
C 2.4831 -3.3173 0.7748 0.936 -0.025 -0.731
O 3.1417 -4.9844 -0.9619 -0.769 0.251 0.575
H 2.3015 -3.0642 -2.7390 0.886 -0.092 0.246
H 1.9256 -1.8699 -1.4747 0.505 0.069 0.069
H 1.1600 -3.4198 -1.5448 -0.576 -0.014 -0.034
H 3.9792 -3.1937 -0.8468 0.414 0.422 0.896
H 1.6061 -3.9589 0.8600 -0.179 0.421 0.713
H 2.3379 -2.2371 0.7875 -0.678 -0.053 0.330
H 3.2745 -3.4883 1.5046 -0.328 -0.476 0.255
H 3.6719 -5.3613 -0.2560 0.131 -0.376 -0.045
C 1.9721 0.7654 5.2301 0.607 -0.304 0.808
C 1.4365 1.1950 3.8904 0.275 0.241 1.180
C 2.5629 1.4321 2.8500 -1.806 0.004 0.333
O 0.5959 0.1193 3.5312 -0.461 -1.291 -2.720
H 1.1691 0.6682 5.9607 -0.096 0.050 -0.010
H 2.7705 1.3278 5.7143 -0.081 0.422 -0.348
H 2.3705 -0.2361 5.0679 0.074 -0.103 0.103
H 0.7423 2.0294 3.9897 0.572 0.770 -0.056
H 3.1826 2.2466 3.2251 0.243 -0.305 -0.108
H 2.0832 1.7831 1.9363 0.206 0.111 -0.272
H 3.0953 0.5100 2.6171 0.212 0.125 0.313
H -0.2109 -0.0097 4.0352 0.262 0.469 0.516
C 0.4624 0.6621 -3.1433 -0.414 0.013 -1.940
C 1.9441 0.9907 -3.2032 1.491 -1.253 2.979
C 2.4008 1.3899 -1.7146 -0.219 0.275 -0.840
O 2.7754 -0.1872 -3.5684 -1.062 1.387 0.288
H 0.1013 0.3666 -4.1284 0.153 -0.267 -0.351
H -0.2281 1.4814 -2.9432 0.471 0.215 0.585
H 0.2180 -0.2034 -2.5274 0.338 0.101 0.042
H 2.2947 1.8116 -3.8286 -0.750 -0.107 -0.309
H 1.6527 1.9601 -1.1639 -0.308 0.507 -0.475
H 3.2905 2.0162 -1.7805 0.103 -0.233 0.210
H 2.5648 0.5708 -1.0145 0.411 -0.527 -0.597
H 2.1897 -0.8983 -3.8385 -0.059 -0.036 -0.141
```
Forces are in eV/Å.

Properties
net charge	+1
⟨S²⟩	0.76
E	-30419.736	eV
spin multiplicity	2
LUMO (alpha / beta)	-2.493 / -9.119	eV

Partial atomic charges computed with the natural (NBO) method, in multiples of e: number 1, C, carries -0.653; number 2, C, carries -0.067; number 3, O, carries -0.708; number 4, H, carries 0.212; number 5, H, carries 0.202; number 6, H, carries 0.213; number 7, H, carries 0.188; number 8, H, carries 0.167; number 9, H, carries 0.469; number 10, C, carries -0.653; number 11, C, carries -0.127; number 12, O, carries -0.380; number 13, H, carries 0.239; number 14, H, carries 0.241; number 15, H, carries 0.241; number 16, H, carries 0.238; number 17, H, carries 0.266; number 18, H, carries 0.516; number 19, C, carries 0.745; number 20, O, carries -0.526; number 21, N, carries -0.777; number 22, N, carries -0.777; number 23, H, carries 0.425; number 24, H, carries 0.420; number 25, H, carries 0.425; number 26, H, carries 0.424; number 27, C, carries -0.619; number 28, C, carries 0.089; number 29, C, carries -0.639; number 30, O, carries -0.712; number 31, H, carries 0.229; number 32, H, carries 0.184; number 33, H, carries 0.190; number 34, H, carries 0.166; number 35, H, carries 0.221; number 36, H, carries 0.200; number 37, H, carries 0.223; number 38, H, carries 0.468; number 39, C, carries -0.635; number 40, C, carries 0.095; number 41, C, carries -0.629; number 42, O, carries -0.776; number 43, H, carries 0.210; number 44, H, carries 0.226; number 45, H, carries 0.219; number 46, H, carries 0.160; number 47, H, carries 0.242; number 48, H, carries 0.192; number 49, H, carries 0.225; number 50, H, carries 0.491; number 51, C, carries -0.640; number 52, C, carries 0.093; number 53, C, carries -0.633; number 54, O, carries -0.720; number 55, H, carries 0.230; number 56, H, carries 0.242; number 57, H, carries 0.159; number 58, H, carries 0.201; number 59, H, carries 0.189; number 60, H, carries 0.229; number 61, H, carries 0.198; number 62, H, carries 0.466

---

4.
C3H5NO4 | ωB97M-V/def2-TZVPD

Geometry as XYZ:
```
13
Properties=species:S:1:pos:R:3:forces:R:3
C -1.8060 -0.4010 0.1815 0.084 0.069 2.310
C -0.3850 -0.9449 0.1390 -0.919 -0.576 1.045
C 0.5579 -0.2261 -0.6632 -3.084 2.015 1.404
N 1.8188 -0.1889 -0.0945 1.590 1.000 0.175
O 2.6000 0.3580 -0.8281 2.008 0.442 -0.649
O 2.0453 -0.5999 1.0213 -0.066 -0.408 0.338
O -1.4762 -1.5045 -0.5406 -1.267 -1.480 -0.819
O -0.0263 2.2633 -0.0602 -0.210 -2.193 -1.000
H -2.3296 -0.3444 1.1862 0.641 -1.021 -1.180
H -1.9681 0.4447 -0.3673 -0.382 2.202 -1.472
H -0.2195 -1.5166 1.0882 1.000 0.852 -1.222
H 0.4402 0.4319 -1.5499 -0.155 -1.159 0.437
H 0.7485 2.2284 0.4875 0.759 0.258 0.635
```
Forces are in eV/Å.

Properties
E	-12862.421	eV
LUMO (alpha / beta)	-3.485 / -3.482	eV
relative energy (zero: lowest compared OMol25 entry of this formula, charge and spin)	10.454	eV

Partial atomic charges computed with the natural (NBO) method, in multiples of e: number 1, C, carries 0.019; number 2, C, carries -0.090; number 3, C, carries 0.167; number 4, N, carries 0.433; number 5, O, carries -0.323; number 6, O, carries -0.354; number 7, O, carries -0.426; number 8, O, carries -0.829; number 9, H, carries 0.202; number 10, H, carries 0.200; number 11, H, carries 0.262; number 12, H, carries 0.315; number 13, H, carries 0.422

---

> Which of these has the lowest E?

C21H28CoF2N3O2

---

> Among the records above, which one has the highest E?

C2H9N2O

---

> What is the E in the first record?

-7244.766 eV

---

> E of number 2 (C21H28CoF2N3O2)?

-73842.162 eV